(1)
A molecular structure, C28H37BN7O4S3Ta. Source: OMol25; level of theory: ωB97M-V/def2-TZVPD.

XYZ file:
```
81
C28H37BN7O4S3Ta ωB97M-V/def2-TZVPD
Ta 1.304 -0.002 0.160
O 3.912 2.016 -2.323
C 3.478 1.366 -1.419
O 2.220 1.028 -1.230
C 4.319 0.876 -0.247
C 5.633 1.195 0.066
C 6.122 0.781 1.303
C 5.292 0.119 2.207
C 3.984 -0.138 1.814
N 3.571 0.205 0.610
C 2.818 -0.630 2.658
O 2.932 -1.103 3.750
O 1.684 -0.423 2.019
H 6.221 1.771 -0.631
H 7.139 1.010 1.582
H 5.614 -0.168 3.194
C -0.109 -2.148 -4.848
C -0.115 -3.078 -3.633
C -0.474 -4.498 -4.066
C 1.246 -3.103 -2.932
N -1.140 -2.572 -2.695
C -2.309 -3.194 -2.375
C -3.003 -2.369 -1.549
N -2.268 -1.238 -1.358
B -2.769 -0.088 -0.469
N -2.457 -0.350 1.015
C -3.270 0.197 1.965
C -2.868 -0.260 3.172
N -1.805 -1.096 2.975
C -1.552 -1.122 1.654
S -0.317 -1.986 0.783
C -1.162 -1.734 4.147
C -0.513 -0.601 4.949
C -0.111 -2.757 3.744
C -2.256 -2.440 4.955
N -2.191 1.289 -0.914
C -2.723 1.930 -1.988
C -2.098 3.129 -2.129
N -1.171 3.230 -1.139
C -1.242 2.097 -0.411
S -0.277 1.736 0.990
C -0.282 4.393 -0.908
C -0.641 5.000 0.449
C 1.178 3.935 -0.956
C -0.501 5.423 -2.013
C -1.130 -1.390 -2.053
S 0.146 -0.217 -2.083
H 0.626 -2.492 -5.569
H 0.140 -1.130 -4.563
H -1.084 -2.148 -5.329
H 0.296 -4.859 -4.742
H -1.418 -4.531 -4.605
H -0.512 -5.175 -3.215
H 1.952 -3.646 -3.553
H 1.170 -3.611 -1.971
H 1.642 -2.102 -2.783
H -2.575 -4.162 -2.741
H -3.958 -2.510 -1.089
H -3.944 -0.026 -0.589
H -4.072 0.856 1.711
H -3.268 -0.048 4.141
H 0.203 -0.063 4.329
H 0.019 -1.017 5.798
H -1.252 0.105 5.320
H 0.722 -2.290 3.232
H -0.540 -3.533 3.115
H 0.285 -3.225 4.640
H -3.002 -1.755 5.347
H -1.800 -2.943 5.803
H -2.757 -3.190 4.346
H -3.514 1.499 -2.566
H -2.271 3.898 -2.852
H -0.502 4.286 1.258
H -1.675 5.334 0.454
H -0.004 5.858 0.641
H 1.455 3.349 -0.081
H 1.822 4.810 -0.979
H 1.370 3.357 -1.858
H -1.515 5.815 -2.006
H -0.271 5.007 -2.992
H 0.171 6.260 -1.846
```

Net charge ... +2
Gap between HOMO and LUMO ... 6.62 eV
Energy relative to the best compared isomer or geometry (same formula, charge and spin) ... 1.319 eV
HOMO level ... -13.92 eV

Which charges does Löwdin predict for the atoms? In e, they are: 1.494 0.192 -0.504 -0.367 -0.129 0.071 0.030 0.072 -0.133 0.038 -0.497 0.187 -0.324 0.141 0.133 0.140 -0.016 -0.539 -0.030 -0.043 0.018 0.007 -0.011 0.021 -0.559 0.009 -0.021 -0.010 0.029 -0.601 0.742 -0.527 0.000 -0.064 -0.011 0.028 -0.006 0.015 0.025 -0.608 0.812 -0.532 -0.018 -0.040 -0.028 -0.638 0.795 0.103 0.048 0.100 0.102 0.094 0.099 0.099 0.093 0.024 0.131 0.140 0.137 0.139 0.134 0.078 0.105 0.088 0.027 0.079 0.107 0.081 0.102 0.101 0.143 0.133 0.039 0.101 0.104 0.033 0.105 0.091 0.096 0.100 0.104



(2)
7 unconnected molecules or ions with the total composition C28H37Cl2N6. Source: OMol25; level of theory: ωB97M-V/def2-TZVPD.

XYZ file:
```
73
C28H37Cl2N6 ωB97M-V/def2-TZVPD
C 1.410 -0.715 1.948
C 0.348 0.018 1.273
Cl -0.039 1.681 2.132
C -1.003 -0.720 1.139
C -2.036 -0.489 2.210
Cl -1.764 -0.403 -0.492
H 1.004 -1.438 2.656
H 2.014 -1.202 1.184
H 0.661 0.315 0.283
H -0.751 -1.768 1.126
H -2.372 0.539 2.213
H -2.904 -1.117 2.042
H -1.580 -0.729 3.164
N -4.827 0.080 5.050
C -5.120 -0.842 6.016
C -6.116 -1.649 5.535
C -6.432 -1.195 4.223
C -5.620 -0.126 3.958
H -4.128 0.795 5.126
H -4.594 -0.851 6.954
H -6.563 -2.477 6.059
H -7.165 -1.610 3.552
H -5.530 0.496 3.085
N -1.316 4.397 0.503
C -1.006 5.564 -0.129
C -2.173 6.110 -0.600
C -3.225 5.229 -0.230
C -2.658 4.181 0.451
H -0.656 3.772 0.948
H 0.012 5.908 -0.191
H -2.259 7.032 -1.152
H -4.276 5.343 -0.446
H -3.091 3.303 0.897
N 3.297 -2.925 -0.817
C 4.648 -2.971 -1.024
C 5.113 -4.148 -0.502
C 3.991 -4.834 0.044
C 2.889 -4.051 -0.169
H 2.688 -2.171 -1.076
H 5.166 -2.167 -1.517
H 6.140 -4.475 -0.501
H 3.995 -5.785 0.552
H 1.855 -4.192 0.089
N 4.654 -0.128 -3.810
C 4.832 -0.836 -4.966
C 5.634 -0.093 -5.789
C 5.951 1.111 -5.099
C 5.330 1.058 -3.881
H 4.104 -0.430 -3.028
H 4.377 -1.801 -5.101
H 5.958 -0.379 -6.775
H 6.563 1.920 -5.457
H 5.313 1.756 -3.063
N -4.920 8.252 -0.431
C -4.614 9.424 -1.060
C -5.780 9.971 -1.526
C -6.834 9.089 -1.159
C -6.268 8.040 -0.484
H -4.254 7.636 0.004
H -3.596 9.768 -1.124
H -5.869 10.896 -2.069
H -7.883 9.211 -1.367
H -6.708 7.164 -0.040
N 4.719 -8.009 -1.069
C 5.589 -8.821 -1.738
C 5.385 -10.105 -1.306
C 4.346 -10.061 -0.335
C 3.958 -8.753 -0.214
H 4.648 -7.012 -1.184
H 6.277 -8.420 -2.462
H 5.918 -10.976 -1.646
H 3.933 -10.893 0.210
H 3.208 -8.292 0.404
```

Net charge ... -1
Gap between HOMO and LUMO ... 5.29 eV
HOMO level ... -2.95 eV

Which charges does Löwdin predict for the atoms? In e, they are: -0.223 -0.793 0.442 -0.761 -0.207 0.508 -0.021 -0.047 0.043 0.073 0.020 0.062 0.078 0.009 -0.147 -0.120 -0.117 -0.147 0.145 0.102 0.084 0.085 0.107 0.016 -0.139 -0.138 -0.134 -0.134 0.045 0.104 0.077 0.078 0.105 0.017 -0.140 -0.116 -0.130 -0.127 0.138 0.096 0.088 0.076 0.112 0.003 -0.144 -0.119 -0.118 -0.139 0.130 0.105 0.085 0.085 0.107 0.015 -0.145 -0.121 -0.121 -0.144 0.107 0.104 0.084 0.084 0.105 0.012 -0.145 -0.122 -0.119 -0.146 0.112 0.103 0.084 0.085 0.104



(3)
A molecular structure, C28H37F21NiO16. Source: OMol25; level of theory: ωB97M-V/def2-TZVPD.

XYZ file:
```
103
C28H37F21NiO16 ωB97M-V/def2-TZVPD
Ni 0.717 0.125 0.287
O 0.316 1.488 1.524
H 0.450 2.341 1.982
O -0.538 -1.074 -0.571
H -1.212 -1.278 -1.249
C 0.603 8.087 1.518
C 1.381 6.751 1.562
O 0.411 5.728 1.659
C 0.006 5.324 2.888
O 0.474 5.731 3.929
C -1.140 4.343 2.926
F -1.551 3.931 1.644
F -0.839 3.275 3.679
F -2.183 4.930 3.459
H 0.131 8.342 2.466
H -0.149 8.146 0.732
H 1.431 8.794 1.473
H 2.114 6.729 2.368
H 1.892 6.651 0.604
C -3.449 1.271 1.066
C -3.840 -0.110 0.499
O -4.200 -0.045 -0.873
C -5.442 -0.066 -1.287
O -6.421 -0.064 -0.540
C -5.586 -0.090 -2.831
F -4.630 -0.897 -3.384
F -6.787 -0.544 -3.207
F -5.435 1.182 -3.260
H -4.209 2.018 0.836
H -2.493 1.600 0.660
H -3.382 1.211 2.152
H -4.531 -0.681 1.120
H -2.999 -0.794 0.612
C 1.729 -4.535 -1.970
C 0.836 -3.592 -2.892
O 1.602 -2.784 -3.697
C 2.396 -1.820 -3.187
O 2.322 -1.423 -2.005
C 3.413 -1.245 -4.168
F 3.109 -0.032 -4.508
F 4.618 -1.310 -3.587
F 3.505 -1.973 -5.293
H 2.430 -3.935 -1.390
H 2.324 -5.269 -2.514
H 1.084 -5.045 -1.254
H 0.198 -2.991 -2.244
H 0.194 -4.248 -3.479
C -0.108 -0.440 4.293
C -0.777 -1.524 3.447
O 0.195 -2.605 3.224
C 1.242 -2.399 2.295
O 1.398 -1.392 1.551
C 2.289 -3.551 2.234
F 1.624 -4.673 1.948
F 3.126 -3.387 1.320
F 2.917 -3.731 3.381
H 0.735 0.033 3.788
H 0.297 -0.755 5.255
H -0.827 0.300 4.642
H -1.082 -1.177 2.459
H -1.688 -1.916 3.899
C -3.315 -3.624 -0.960
C -2.013 -3.843 -0.128
O -1.874 -5.216 0.303
C -1.634 -6.206 -0.583
O -1.468 -6.081 -1.764
C -1.620 -7.567 0.146
F -1.267 -7.392 1.441
F -2.929 -8.029 0.155
F -0.841 -8.472 -0.452
H -3.336 -3.939 -2.003
H -3.671 -2.594 -0.973
H -4.199 -4.098 -0.533
H -1.885 -3.270 0.790
H -1.170 -3.605 -0.777
C -1.763 -0.188 -3.586
C -0.356 0.316 -3.685
O -0.185 1.695 -3.432
C 0.300 2.195 -2.280
O 0.744 1.541 -1.307
C 0.443 3.703 -2.189
F -0.109 4.274 -3.256
F -0.169 4.226 -1.111
F 1.733 4.003 -2.168
H -2.379 0.176 -4.408
H -2.201 0.208 -2.670
H -1.881 -1.264 -3.458
H 0.006 0.179 -4.704
H 0.279 -0.355 -3.107
C 4.021 4.041 2.714
C 3.381 2.819 2.069
O 4.371 2.034 1.400
C 4.013 0.944 0.627
O 2.890 0.736 0.196
C 5.223 0.019 0.251
F 5.410 0.029 -1.090
F 6.357 0.362 0.868
F 5.010 -1.226 0.670
H 4.636 4.619 2.025
H 4.741 3.724 3.469
H 3.388 4.706 3.303
H 2.579 3.163 1.415
H 2.729 2.318 2.785
```

2S+1 ... 3
Gap between HOMO and LUMO (alpha / beta) ... 8.88 / 8.63 eV
Energy relative to the best compared isomer or geometry (same formula, charge and spin) ... 0.000 eV
HOMO level (alpha / beta) ... -8.86 / -8.70 eV

These are the Löwdin partial charges, in e, on atoms 1 to 99: 0.665 -0.371 -0.052 -0.344 -0.045 -0.049 -0.207 0.005 -0.356 0.155 -0.515 0.102 0.164 0.198 0.077 0.085 0.078 0.115 0.126 -0.033 -0.207 0.015 -0.370 0.137 -0.493 0.128 0.173 0.159 0.082 0.060 0.081 0.126 0.090 -0.015 -0.200 0.026 -0.315 0.113 -0.578 0.216 0.169 0.163 0.059 0.080 0.059 0.087 0.127 -0.061 -0.161 0.007 -0.176 0.061 -0.651 0.171 0.256 0.198 0.060 0.078 0.079 0.099 0.125 -0.030 -0.155 0.009 -0.378 0.160 -0.479 0.149 0.119 0.176 0.080 0.048 0.083 0.115 0.081 -0.057 -0.212 0.072 -0.239 0.071 -0.555 0.175 0.173 0.192 0.086 0.071 0.085 0.134 0.092 -0.056 -0.216 0.041 -0.240 0.109 -0.515 0.161 0.167 0.171 0.081



(4)
A molecular structure, C28H37N7O4S4Ti. Source: OMol25; level of theory: ωB97M-V/def2-TZVPD.

XYZ file:
```
81
C28H37N7O4S4Ti ωB97M-V/def2-TZVPD
Ti -0.611 0.059 -0.350
C -2.379 -4.879 2.561
C -2.089 -3.500 3.136
N -2.639 -2.411 2.340
C -2.043 -2.009 1.181
S -2.929 -0.892 0.147
N -0.863 -2.477 0.879
N -0.359 -1.829 -0.252
C 0.083 -2.570 -1.306
C 0.207 -4.059 -1.249
C 0.165 -1.798 -2.439
C 0.596 -2.239 -3.732
C 0.466 -1.433 -4.806
C -0.098 -0.126 -4.648
C -0.431 0.291 -3.411
N -0.308 -0.488 -2.284
H -1.972 -5.660 3.206
H -1.925 -4.975 1.574
H -3.454 -5.044 2.464
H -1.014 -3.335 3.196
H -2.497 -3.405 4.143
H -3.631 -2.246 2.372
H -0.744 -4.553 -1.467
H 0.518 -4.387 -0.256
H 0.945 -4.414 -1.968
H 1.017 -3.230 -3.832
H 0.796 -1.767 -5.782
H -0.235 0.534 -5.493
H -0.796 1.297 -3.250
C 3.832 -0.206 4.197
C 2.822 -1.331 4.408
S 1.611 -1.560 3.074
C 2.131 -3.111 2.305
C 3.375 -3.081 1.425
S 3.211 -2.057 -0.068
C 4.497 -0.799 0.202
C 4.284 0.118 1.408
S 5.097 -0.475 2.929
H 4.402 -0.067 5.118
H 3.327 0.737 3.994
H 2.238 -1.105 5.303
H 3.336 -2.279 4.578
H 1.247 -3.390 1.729
H 2.266 -3.853 3.097
H 3.592 -4.101 1.098
H 4.231 -2.717 1.986
H 4.449 -0.201 -0.709
H 5.479 -1.273 0.231
H 3.217 0.196 1.607
H 4.688 1.108 1.192
C -4.097 4.356 0.114
C -3.105 3.411 0.706
C -2.676 3.223 1.996
C -1.761 2.150 1.943
N -1.638 1.716 0.700
N -2.458 2.495 -0.040
C -1.020 1.506 3.072
H -4.417 5.074 0.866
H -4.978 3.823 -0.244
H -3.671 4.908 -0.725
H -2.985 3.774 2.868
H -2.546 2.345 -1.032
H -1.718 1.194 3.849
H -0.317 2.209 3.524
H -0.466 0.630 2.743
O 0.364 1.807 -1.064
C 1.103 1.697 -0.050
O 1.005 0.657 0.670
C 2.049 2.789 0.318
C 2.576 3.621 -0.657
C 3.455 4.635 -0.304
C 3.783 4.834 1.030
C 3.227 4.001 1.974
C 2.375 2.970 1.654
N 3.567 4.231 3.416
O 4.255 5.197 3.672
O 3.115 3.448 4.226
H 2.297 3.461 -1.691
H 3.883 5.276 -1.064
H 4.453 5.623 1.341
H 1.963 2.326 2.420
```

Gap between HOMO and LUMO (alpha / beta) ... 5.21 / 5.18 eV
Energy relative to the best compared isomer or geometry (same formula, charge and spin) ... 0.733 eV
HOMO level (alpha / beta) ... -5.83 / -5.80 eV

Which charges does Löwdin predict for the atoms? In e, they are: 0.895 -0.087 -0.252 -0.029 -0.808 0.633 0.024 -0.189 -0.331 -0.029 -0.229 -0.021 -0.085 -0.088 -0.148 -0.038 0.070 0.062 0.070 0.082 0.111 0.107 0.087 0.060 0.070 0.105 0.100 0.095 0.100 -0.541 -0.520 0.872 -0.537 -0.522 0.882 -0.531 -0.538 0.872 0.069 0.052 0.066 0.076 0.026 0.079 0.069 0.024 0.067 0.068 0.017 0.064 -0.014 -0.287 0.032 -0.305 -0.073 0.060 -0.004 0.082 0.086 0.083 0.116 0.164 0.091 0.083 0.041 -0.056 -0.556 -0.109 -0.104 0.011 -0.038 0.007 -0.120 0.054 -0.338 0.084 0.076 0.128 0.112 0.122 0.122



(5)
A molecular structure, C28H38AuBFN7S4. Source: OMol25; level of theory: ωB97M-V/def2-TZVPD.

XYZ file:
```
80
C28H38AuBFN7S4 ωB97M-V/def2-TZVPD
Au -1.987 1.654 0.790
C -2.060 -5.122 -0.858
C -1.040 -4.819 -1.955
C -1.718 -4.574 -3.304
C -0.112 -6.024 -2.084
N -0.223 -3.620 -1.584
C 1.156 -3.640 -1.493
C 1.562 -2.415 -1.140
N 0.452 -1.589 -1.007
B 0.314 -0.132 -0.462
N 1.435 0.272 0.583
C 2.431 -0.498 1.148
C 2.889 0.125 2.249
N 2.159 1.283 2.411
C 1.299 1.388 1.357
S 0.350 2.752 0.949
C 2.368 2.147 3.627
C 1.193 3.071 3.940
C 3.640 2.963 3.393
C 2.535 1.211 4.831
N 0.371 0.900 -1.644
C 1.527 0.953 -2.400
C 1.379 1.888 -3.348
N 0.124 2.450 -3.183
C -0.490 1.835 -2.126
S -2.069 2.213 -1.572
C -0.384 3.584 -4.023
C -1.661 3.155 -4.749
C 0.670 3.943 -5.067
C -0.618 4.814 -3.140
C -0.663 -2.345 -1.305
S -2.244 -1.758 -1.337
H -2.624 -6.018 -1.125
H -2.759 -4.301 -0.729
H -1.555 -5.301 0.094
H -2.283 -5.463 -3.592
H -0.969 -4.370 -4.073
H -2.401 -3.731 -3.246
H -0.722 -6.889 -2.340
H 0.399 -6.241 -1.143
H 0.627 -5.891 -2.877
H 1.744 -4.519 -1.677
H 2.572 -2.067 -1.056
H -0.711 -0.061 0.143
H 2.740 -1.440 0.754
H 3.677 -0.172 2.915
H 1.128 3.908 3.253
H 1.345 3.463 4.947
H 0.245 2.531 3.921
H 3.539 3.571 2.492
H 4.509 2.311 3.279
H 3.812 3.626 4.243
H 1.673 0.547 4.915
H 2.592 1.812 5.738
H 3.444 0.612 4.778
H 2.363 0.306 -2.192
H 2.067 2.205 -4.109
H -1.467 2.281 -5.376
H -2.002 3.972 -5.387
H -2.453 2.910 -4.047
H 0.872 3.110 -5.743
H 1.601 4.273 -4.604
H 0.284 4.770 -5.663
H -1.369 4.616 -2.382
H -0.957 5.647 -3.759
H 0.312 5.101 -2.642
F -1.841 -1.359 6.166
C -1.889 -0.667 5.007
C -0.977 -0.967 4.014
C -1.029 -0.233 2.832
C -1.970 0.779 2.636
C -2.872 1.045 3.664
C -2.839 0.321 4.853
H -0.262 -1.769 4.153
H -0.326 -0.484 2.044
H -3.623 1.816 3.548
H -3.552 0.507 5.647
S -2.477 -2.442 1.042
C -3.675 -3.487 1.450
N -4.526 -4.233 1.739
```

2S+1 ... 3
Gap between HOMO and LUMO (alpha / beta) ... 6.77 / 5.93 eV
Energy relative to the best compared isomer or geometry (same formula, charge and spin) ... 0.982 eV
HOMO level (alpha / beta) ... -6.49 / -7.70 eV

Which charges does Löwdin predict for the atoms? In e, they are: 0.624 -0.066 -0.541 -0.036 -0.059 0.019 -0.037 -0.069 0.073 -0.631 0.055 -0.038 -0.040 0.016 -0.644 0.727 -0.531 -0.075 -0.024 -0.033 0.046 -0.045 -0.038 0.009 -0.658 0.602 -0.548 -0.044 -0.060 -0.042 -0.677 0.667 0.098 0.002 0.093 0.092 0.090 0.047 0.093 0.092 0.084 0.114 0.107 0.019 0.095 0.121 0.044 0.090 0.077 0.090 0.083 0.093 0.090 0.092 0.073 0.122 0.111 0.094 0.091 0.033 0.089 0.088 0.093 0.035 0.090 0.093 0.048 -0.290 -0.030 -0.210 -0.336 -0.121 -0.019 0.119 0.060 0.090 0.116 0.635 -0.833 0.051



Computed E_tot, in the same sequence as the records: -82985.597 -63620.304 -160505.410 -114713.469 -90512.676 eV.